Entry 1:
DFT (ωB97M-V/def2-TZVPD) results for a cluster of 15 separate species, C86H198F12N11O14 in total in a non-equilibrium geometry.

The frontier orbital gap comes out at 5.5 eV. As for the electronic energy: -6246.67267 hartree. The HOMO energy comes out at -15.889 eV. Its total charge is +7.

Each line ends with the Mulliken charge.
Cartesian coordinates (Å):
C: -3.6108 2.4503 -0.2555  -1.514
C: -4.0510 3.0755 1.0949  -0.178
C: -2.8020 3.6819 1.6776  -0.272
N: -2.9905 4.6178 2.8362  0.617
C: -3.7040 3.8504 3.9203  -1.236
C: -1.6807 5.1607 3.3000  0.253
C: -2.0676 6.4373 4.0501  -0.901
C: -3.4081 6.8673 3.4767  -0.584
C: -3.7579 5.8191 2.3942  -0.801
H: -2.6208 1.9460 -0.0568  0.414
H: -3.4627 3.2540 -1.0049  0.439
H: -4.3225 1.7560 -0.6873  0.659
H: -4.3971 2.2625 1.7338  0.062
H: -4.8756 3.6964 0.8531  0.424
H: -2.3285 4.2857 0.9337  0.778
H: -2.1042 2.8550 2.0518  -0.646
H: -3.6726 4.3781 4.8589  0.545
H: -3.2042 2.8894 3.9490  0.366
H: -4.7023 3.7497 3.5378  0.361
H: -1.1785 4.4169 3.8777  -0.548
H: -1.0912 5.4101 2.4073  0.497
H: -2.1160 6.3117 5.1005  0.370
H: -1.3410 7.2487 4.0122  0.437
H: -4.1366 6.9040 4.2656  0.356
H: -3.4667 7.8544 3.0629  0.424
H: -4.8241 5.6895 2.3368  0.408
H: -3.4046 6.1181 1.4193  0.459
C: 6.6478 -9.3728 -4.2087  -1.443
C: 5.8229 -8.1363 -4.0599  -0.144
C: 6.5659 -7.0905 -3.1690  -0.590
N: 5.7893 -5.7211 -3.0649  0.174
C: 5.8299 -5.0103 -4.3669  -1.023
C: 6.3525 -4.9373 -1.9300  -0.665
C: 5.2840 -3.8570 -1.7605  -0.610
C: 3.9428 -4.5611 -2.0168  -0.624
C: 4.3909 -5.8907 -2.6214  -0.725
H: 7.6234 -9.0968 -4.6100  0.362
H: 6.2008 -10.0051 -5.0175  0.364
H: 6.8279 -10.0377 -3.3773  0.377
H: 4.8547 -8.3229 -3.6639  0.386
H: 5.6536 -7.7487 -5.0717  0.235
H: 7.5653 -6.9568 -3.6312  0.388
H: 6.6923 -7.3583 -2.1014  0.301
H: 6.8636 -4.6590 -4.4754  0.329
H: 5.1049 -4.2194 -4.3566  0.499
H: 5.5341 -5.6772 -5.1688  0.284
H: 7.3680 -4.6001 -2.0843  0.453
H: 6.2942 -5.6089 -1.0373  0.394
H: 5.5405 -3.1145 -2.5087  0.225
H: 5.3684 -3.3993 -0.7493  0.520
H: 3.3243 -3.9339 -2.6837  0.257
H: 3.4367 -4.6139 -1.0868  0.412
H: 3.7832 -6.2282 -3.4794  0.407
H: 4.5011 -6.6734 -1.8810  0.455
C: -4.1980 -0.8123 8.7185  -1.481
C: -4.2339 -0.3687 7.2508  -0.572
C: -3.1765 -1.2073 6.5076  -0.810
N: -3.3665 -1.3284 5.0454  1.803
C: -2.0732 -1.7206 4.4046  0.320
C: -3.9546 -0.1988 4.3378  -0.596
C: -4.5547 -0.7434 2.9955  -0.343
C: -4.9259 -2.2036 3.3279  -1.228
C: -4.4468 -2.4174 4.7914  -0.341
H: -4.7135 -0.0544 9.3475  0.431
H: -3.2150 -0.9557 9.1364  0.353
H: -4.7269 -1.7751 8.9228  0.342
H: -4.0308 0.7051 7.1584  0.162
H: -5.2353 -0.4631 6.8651  0.469
H: -3.1634 -2.2125 6.8954  0.407
H: -2.2582 -0.6886 6.7103  0.585
H: -1.6238 -0.8700 3.8852  -0.304
H: -2.2487 -2.5444 3.7289  0.177
H: -1.3185 -2.1769 5.0902  -0.446
H: -3.2645 0.6007 4.2049  -0.137
H: -4.8085 0.1238 4.9362  0.621
H: -3.7814 -0.7049 2.2598  -0.383
H: -5.3291 -0.0766 2.6747  0.886
H: -4.4753 -2.9834 2.7625  0.467
H: -5.9813 -2.4144 3.2432  0.439
H: -4.0153 -3.4220 4.9906  -0.566
H: -5.1500 -2.1710 5.5401  0.973
C: -6.6469 -1.8673 -0.5284  -1.278
C: -8.0494 -1.5086 -0.0960  0.244
C: -9.0327 -2.5682 -0.6371  -1.044
N: -10.4890 -2.3331 -0.4168  0.167
C: -10.7465 -2.3384 1.0767  -0.790
C: -10.9124 -1.0878 -1.1200  -0.647
C: -12.4656 -1.1772 -1.3421  -0.581
C: -12.7430 -2.6884 -1.3145  -0.608
C: -11.3391 -3.3361 -1.1573  -0.633
H: -6.6731 -2.0908 -1.6071  0.462
H: -6.1967 -2.6702 0.0421  0.280
H: -5.9608 -1.0488 -0.4730  0.200
H: -8.2575 -0.4743 -0.4069  0.276
H: -8.0627 -1.4974 0.9993  0.185
H: -8.8330 -3.5567 -0.2283  0.390
H: -8.9249 -2.7142 -1.7338  0.338
H: -10.2158 -1.5108 1.5606  0.335
H: -10.3752 -3.3101 1.4470  0.302
H: -11.7875 -2.0937 1.2723  0.395
H: -10.5012 -0.1888 -0.6232  0.397
H: -10.4063 -1.0989 -2.0884  0.404
H: -13.0089 -0.6726 -0.5821  0.360
H: -12.6460 -0.7157 -2.3478  0.317
H: -13.4679 -2.9784 -0.5357  0.325
H: -13.1502 -3.0224 -2.2879  0.352
H: -11.3230 -4.3388 -0.6964  0.444
H: -10.8001 -3.4907 -2.0814  0.431
C: -1.2538 -2.8383 0.5473  -1.263
C: -0.1014 -1.9992 1.0710  0.562
C: -0.3464 -0.6314 0.3760  -0.667
N: 0.8028 0.3266 0.2976  0.815
C: 1.8343 -0.1226 -0.6891  -0.566
C: 1.3270 0.6090 1.6669  1.022
C: 2.0891 1.9460 1.6201  0.205
C: 1.2685 2.7019 0.5371  -0.201
C: 0.3173 1.6608 -0.0928  1.731
H: -2.2442 -2.3477 0.6129  0.130
H: -1.4170 -3.7390 1.2070  0.315
H: -1.0894 -3.0467 -0.5247  0.467
H: 0.8821 -2.4081 0.8153  0.182
H: -0.1475 -1.8699 2.1535  -0.143
H: -1.1343 -0.0273 0.8511  0.134
H: -0.6644 -0.8185 -0.6522  0.427
H: 2.2346 -1.1136 -0.3870  0.325
H: 2.7014 0.5452 -0.7552  -0.189
H: 1.3546 -0.1863 -1.6855  0.327
H: 1.9258 -0.2592 1.9552  0.784
H: 0.5349 0.6794 2.4113  -1.626
H: 3.1604 1.8946 1.5457  -0.208
H: 1.7632 2.3143 2.5439  -0.262
H: 1.8624 3.2846 -0.1310  -0.068
H: 0.5743 3.3795 1.0690  -0.208
H: -0.0111 1.7040 -1.1428  0.067
H: -0.5976 1.7442 0.4580  -1.500
C: -3.4924 -9.9472 -0.0616  -0.890
N: -3.7208 -10.0060 -1.5608  -0.115
C: -4.7224 -11.1331 -1.8707  -0.867
C: -4.3648 -8.6956 -2.0720  -0.863
C: -2.3863 -10.3567 -2.3449  -0.407
C: -1.1612 -9.4246 -2.3211  -0.576
O: -1.3737 -8.1804 -3.0091  -0.528
H: -2.9892 -10.8499 0.3113  0.344
H: -4.4366 -9.6719 0.3548  0.483
H: -2.8321 -9.1162 0.2393  0.301
H: -4.7948 -11.2307 -2.9452  0.432
H: -5.6403 -10.8362 -1.3507  0.401
H: -4.2657 -12.0746 -1.5111  0.397
H: -4.8653 -8.9611 -3.0072  0.379
H: -3.5487 -7.9598 -2.1523  0.356
H: -5.2328 -8.4586 -1.4734  0.390
H: -2.7080 -10.4535 -3.3983  0.366
H: -2.1353 -11.3999 -2.0209  0.435
H: -0.3333 -10.0129 -2.7894  0.349
H: -0.8469 -9.1209 -1.2914  0.268
H: -1.3978 -8.3464 -3.9643  0.357
C: -1.6182 -0.3610 -6.7890  -1.039
N: -2.9012 0.3187 -6.3412  0.007
C: -3.4057 1.0603 -7.6129  -0.732
C: -3.9498 -0.7547 -5.9966  -0.936
C: -2.6624 1.3879 -5.1613  -0.302
C: -2.5198 0.8864 -3.6660  -0.153
O: -1.2720 0.3168 -3.4783  -0.593
H: -0.9911 0.3989 -7.2455  0.491
H: -1.9983 -1.0963 -7.4960  0.526
H: -1.0800 -0.7899 -5.9281  0.225
H: -2.8070 2.0059 -7.7710  0.260
H: -4.4725 1.3225 -7.5168  0.403
H: -3.2082 0.4199 -8.4913  0.387
H: -4.8966 -0.3105 -5.6409  0.357
H: -3.5046 -1.4782 -5.3373  0.411
H: -4.2033 -1.4492 -6.8603  0.373
H: -3.5468 2.0532 -5.3304  0.280
H: -1.8001 1.9386 -5.4979  0.030
H: -3.3177 0.1485 -3.5545  0.591
H: -2.5891 1.7671 -3.0468  0.040
H: -0.6566 1.1680 -3.4987  -0.077
C: 4.4257 -3.4183 6.9928  -0.837
N: 2.9822 -3.1736 6.6351  0.319
C: 2.4400 -2.0384 7.4066  -0.871
C: 2.9304 -2.8797 5.1501  -0.872
C: 2.2256 -4.5161 6.8955  -0.914
C: 0.7016 -4.3781 6.9686  -0.427
O: 0.1879 -3.8550 5.8485  -0.714
H: 4.9690 -2.5771 6.5320  0.384
H: 4.8447 -4.3830 6.6800  0.337
H: 4.5871 -3.4278 8.0645  0.410
H: 1.4269 -1.7972 7.0447  0.145
H: 2.9689 -1.1225 7.1826  0.457
H: 2.3263 -2.2458 8.4869  0.322
H: 3.4503 -1.9378 4.9378  0.404
H: 1.8801 -2.8871 4.8790  0.171
H: 3.4071 -3.7367 4.6212  0.350
H: 2.6467 -4.7426 7.9320  0.423
H: 2.5827 -5.2407 6.1548  0.324
H: 0.4368 -3.8156 7.8575  0.348
H: 0.5673 -5.4280 7.2980  0.267
H: -1.1898 -4.0465 6.2223  0.043
C: 4.1273 8.2472 2.5385  -1.511
N: 4.9491 9.4088 3.1624  0.178
C: 5.5333 8.8997 4.4725  -0.982
C: 6.1369 9.6603 2.1856  -0.816
C: 4.1148 10.6931 3.3715  -0.112
C: 2.6065 10.7172 3.1997  -0.847
O: 1.7651 9.9788 4.0942  -0.470
H: 3.2494 8.1883 3.1466  0.509
H: 4.7205 7.2996 2.5968  0.550
H: 3.8784 8.4841 1.5227  0.472
H: 6.1089 9.6872 4.9438  0.414
H: 6.2004 8.0649 4.2204  0.402
H: 4.6868 8.4937 5.0220  0.389
H: 6.9735 10.2296 2.6907  0.346
H: 5.8094 10.1165 1.1800  0.383
H: 6.5584 8.6290 2.0024  0.315
H: 4.5718 11.3739 2.5944  0.287
H: 4.4181 10.9594 4.3379  0.305
H: 2.2022 10.3163 2.2637  0.288
H: 2.3403 11.7492 3.2941  0.552
H: 1.7599 10.4950 4.9055  0.320
C: 4.4746 0.2335 -9.3245  -0.941
N: 4.7526 1.0879 -8.0839  -0.049
C: 5.2911 0.1505 -6.9923  -1.071
C: 5.8719 2.0724 -8.5064  -0.592
C: 3.5454 1.9566 -7.4650  -0.155
C: 2.2712 1.1390 -7.0194  0.121
O: 2.3480 0.9397 -5.5799  -0.314
H: 3.9635 0.9310 -9.9535  0.427
H: 3.8964 -0.6635 -9.0970  0.354
H: 5.3457 -0.0690 -9.8811  0.401
H: 5.7741 0.7185 -6.2063  0.346
H: 6.0036 -0.5231 -7.4567  0.452
H: 4.4453 -0.4010 -6.6213  0.442
H: 6.8326 1.5859 -8.4773  0.373
H: 5.9449 2.7998 -7.6941  0.138
H: 5.5662 2.5127 -9.4829  0.404
H: 3.3793 2.6471 -8.3106  0.401
H: 3.9869 2.5009 -6.5909  -0.196
H: 2.0071 0.2339 -7.6369  0.334
H: 1.4834 1.8972 -7.3223  -0.017
H: 1.6389 1.4998 -5.1842  -0.097
C: 5.2459 4.7632 -2.9694  -0.780
N: 6.2403 5.7157 -3.6829  0.163
C: 6.9607 6.5666 -2.6724  -0.834
C: 7.2993 4.8953 -4.4256  -0.762
C: 5.4301 6.5040 -4.7246  -0.416
C: 4.1694 7.1414 -4.2327  -0.285
O: 4.5434 8.0324 -3.1938  -0.450
H: 5.8522 4.1980 -2.2299  0.608
H: 4.8073 4.0771 -3.6816  -0.540
H: 4.5671 5.4491 -2.4929  0.509
H: 7.4334 7.3957 -3.1647  0.308
H: 7.6690 5.9681 -2.0656  0.396
H: 6.1479 6.8836 -2.0544  0.369
H: 7.7831 5.6073 -5.0848  0.483
H: 6.8396 4.1276 -5.0648  0.145
H: 8.0389 4.5133 -3.7262  0.321
H: 5.2787 5.7549 -5.5160  0.303
H: 6.1155 7.1508 -5.2489  0.406
H: 3.3872 6.4877 -3.8249  -0.101
H: 3.7167 7.7978 -4.9787  0.596
H: 4.3820 8.9461 -3.4337  0.306
C: 5.6649 3.2840 0.2433  -1.969
O: 5.0358 2.7066 -0.8660  0.418
O: 7.0057 3.4279 0.0617  -0.927
C: 4.8947 4.5724 0.8104  0.802
F: 5.5625 5.6896 0.3995  -0.297
F: 3.6377 4.7486 0.4743  -0.125
F: 4.9480 4.5736 2.1740  -0.282
C: 5.7400 1.5068 -1.2948  -0.701
C: 5.0589 1.1536 -2.6395  0.061
H: 4.0360 0.8438 -2.4765  -0.088
H: 5.0682 2.0871 -3.2608  -0.446
H: 5.6137 0.3993 -3.1695  0.523
H: 5.5624 0.7223 -0.5167  0.235
H: 6.8160 1.7645 -1.3890  0.527
H: 5.4004 2.7490 0.9686  1.742
C: 0.2200 3.5182 -4.2013  -0.254
O: 0.9851 3.9465 -5.3447  0.028
O: 0.3528 2.1810 -4.0950  0.113
C: 0.4684 4.5091 -2.9623  0.322
F: 1.6055 4.3296 -2.3376  -0.041
F: 0.3627 5.7615 -3.2933  -0.333
F: -0.4916 4.2519 -2.0880  -0.360
C: 0.2510 4.6127 -6.3456  -0.237
C: 1.3543 5.3680 -7.1754  -0.823
H: 0.9257 6.0997 -7.8633  0.446
H: 2.0078 5.9522 -6.4589  0.034
H: 1.9650 4.7371 -7.8262  0.088
H: -0.4445 5.3225 -5.9546  0.539
H: -0.2568 3.8966 -7.0366  -0.008
H: -0.8661 3.7631 -4.2692  0.101
C: -2.4311 -5.5648 6.1278  -0.635
O: -2.6829 -5.6011 4.7037  -0.097
O: -2.1377 -4.2488 6.5506  -0.385
C: -3.8458 -5.8481 6.9505  0.577
F: -4.2666 -7.1458 6.7258  -0.273
F: -3.8325 -5.5282 8.1887  -0.205
F: -4.7753 -5.0226 6.3548  -0.241
C: -1.9362 -6.5149 3.9191  -0.317
C: -2.9145 -6.8119 2.8264  -1.016
H: -2.4880 -7.2374 1.8863  0.174
H: -3.5287 -7.6247 3.1594  0.422
H: -3.5096 -5.9114 2.5917  0.148
H: -1.7471 -7.4303 4.5347  0.462
H: -0.9386 -6.1575 3.6181  0.176
H: -1.6006 -6.2247 6.3179  0.907
C: -0.1188 2.3006 4.6424  -0.472
O: 1.2140 1.8265 4.5815  0.669
O: -0.8367 1.7357 3.6615  -0.477
C: -0.6407 1.9729 6.1345  0.550
F: -2.0429 1.9012 6.0537  -0.239
F: -0.2155 0.8530 6.6697  -0.206
F: -0.3632 2.9602 6.9939  -0.310
C: 2.1293 2.2416 5.5752  -0.347
C: 3.5895 2.0971 5.0293  -1.193
H: 3.8713 2.9770 4.4650  0.189
H: 4.2351 2.0410 5.9019  0.562
H: 3.6357 1.1755 4.4264  0.116
H: 2.0652 1.5444 6.3915  0.115
H: 2.0190 3.2593 5.9152  0.357
H: -0.1615 3.4455 4.6869  -0.243

***

Entry 2:
DFT (ωB97M-V/def2-TZVPD) results for a structure of composition C8H10Br3ClO in a non-equilibrium geometry.

For the energy relative to the best compared isomer or geometry (same formula, charge and spin), the calculation gives 0.0000 eV. The frontier orbital gap comes out at 8.8 eV. As for the electronic energy: -8568.19620 hartree. The HOMO energy comes out at -8.491 eV.

Each line ends with the Mulliken charge.
Cartesian coordinates (Å):
C: -0.8198 1.1539 -0.5042  0.457
C: -1.6955 0.5268 0.4866  -1.155
C: -0.3348 -0.0055 -0.9423  -0.719
C: -1.1100 -0.7919 0.1421  2.179
C: -2.2553 -1.8607 -0.1293  -1.729
C: -0.0357 -1.4328 1.0751  -1.448
C: 2.5166 1.6672 -0.1714  -0.427
C: 3.5138 0.8434 -0.4948  0.212
O: -0.6655 2.4336 -0.8388  -0.524
Cl: 0.6667 -0.3116 -2.3806  -0.192
Br: 1.9550 1.7766 1.5756  -0.091
Br: 4.0621 -0.6514 0.5558  -0.097
Br: 4.3878 0.8910 -2.1457  -0.077
H: -1.7115 0.9427 1.5093  0.350
H: -2.7057 0.6617 0.0738  0.290
H: -1.8448 -2.8239 -0.4861  0.409
H: -2.9840 -1.6185 -0.8186  0.498
H: -2.8476 -2.0634 0.8134  0.335
H: -0.1943 -1.1346 2.0486  0.382
H: 0.9605 -1.0544 0.8799  0.083
H: -0.0925 -2.4507 0.8719  0.498
H: 2.2641 2.3318 -0.9761  0.425
H: -1.0297 2.9709 -0.1444  0.340

***

Entry 3:
DFT (ωB97M-V/def2-TZVPD) results for the molecule C7H7N5 in a non-equilibrium geometry.

For the energy relative to the best compared isomer or geometry (same formula, charge and spin), the calculation gives 7.8531 eV. The frontier orbital gap (spin up / spin down) comes out at 7.5 / 6.0 eV. As for the electronic energy: -544.41096 hartree. The HOMO energy (spin up / spin down) comes out at -7.076 / -6.531 eV.

Each line ends with the Mulliken charge.
Cartesian coordinates (Å):
C: -3.3591 -1.2152 0.2771  -0.777
C: -1.2557 1.6498 0.1104  -0.161
C: -2.0354 -1.1775 -0.0660  0.367
C: -0.2088 0.8956 -0.3885  0.397
C: -2.7843 0.0435 0.2646  0.539
C: 2.2823 -0.1046 0.2745  0.480
C: 3.1336 -1.0799 0.2728  -0.844
N: -2.5584 1.3011 0.3500  -0.772
N: -0.8000 -1.4214 -0.4086  -0.087
N: 1.0055 1.6831 -0.5621  -0.488
N: 1.9940 1.1752 0.3412  -0.142
N: 0.0305 -0.3694 -0.7564  -0.679
H: -4.2030 -1.8357 0.4586  0.375
H: -1.0506 2.7015 0.2513  0.403
H: 2.8259 -2.1068 0.1662  0.231
H: 4.2028 -0.9161 0.3676  0.281
H: -0.4451 -2.3201 -0.7184  0.256
H: 1.3631 1.5211 -1.5023  0.325
H: 1.8626 1.5758 1.2679  0.296

***

Entry 4:
DFT (ωB97M-V/def2-TZVPD) results for a cluster of 2 separate species, C5H17N2O in total in a non-equilibrium geometry.

For the energy relative to the best compared isomer or geometry (same formula, charge and spin), the calculation gives 1.3271 eV. The frontier orbital gap comes out at 9.7 eV. As for the electronic energy: -385.19197 hartree. The HOMO energy comes out at -12.787 eV. Its total charge is +1.

Each line ends with the Mulliken charge.
Cartesian coordinates (Å):
N: -1.9265 -0.3311 0.5056  -0.118
C: -2.1360 0.9338 -0.2236  -0.648
C: -0.7750 1.7806 -0.2440  -0.729
N: 0.3243 0.8776 -0.1984  -0.143
C: 1.0844 0.7021 -1.4473  -0.708
C: 2.3234 -0.1935 -1.2821  -0.625
C: 2.0210 -1.4469 -0.4145  -1.025
H: -0.9621 -0.3838 0.8284  0.233
H: -2.5436 -0.4051 1.3125  0.392
H: -2.2434 -1.1060 -0.0743  0.345
H: -2.2586 0.7030 -1.2779  0.300
H: -3.0162 1.5105 0.0449  0.387
H: -0.8075 2.2898 -1.2012  0.376
H: -0.8337 2.4711 0.5957  0.420
H: 0.9340 0.7956 0.5880  0.228
H: 1.4670 1.7019 -1.6881  0.361
H: 0.4807 0.4150 -2.3090  0.370
H: 3.1820 0.3375 -0.8805  0.344
H: 2.5606 -0.5943 -2.2696  0.336
H: 1.1810 -2.0009 -0.8444  0.242
H: 1.9558 -1.0729 0.6049  0.253
H: 2.8014 -2.1981 -0.5006  0.400
H: -1.3874 -1.5590 4.1200  0.322
H: -0.3966 -1.9560 2.9734  0.331
O: -1.0290 -1.2709 3.2819  -0.641